[1]
# C46H39KN5OS4

C46H39KN5OS4 as an isolated structure (the ωB97M-V functional and the def2-TZVPD basis, the OMol25 dataset).

Values from the calculation:
- Energy relative to the best compared isomer or geometry (same formula, charge and spin): 0.0 kJ/mol
- Strongest force on any atom: 0.67 eV/A
- Total charge: -1
- Highest occupied orbital energy: -2.948 eV

Atoms and positions in Å:
K: 0.2726 -0.1812 0.1025
S: 3.1135 0.3129 -1.7844
S: -1.7776 2.1148 -2.4181
S: -2.3117 -2.0646 -2.0355
S: -2.3486 -0.0682 -4.1041
O: 2.6138 -0.0717 1.0781
N: -0.9317 1.5526 -1.4025
N: -3.0594 -0.8968 -3.0407
N: -0.9385 -1.9791 -1.6126
N: -2.0478 1.4288 -3.9222
N: 3.6775 -0.6738 0.6469
C: -3.4770 2.3831 -1.8849
C: -1.5277 0.9650 3.8990
C: -4.0353 0.8545 -7.6377
C: -5.3167 -0.9457 -6.6838
C: 0.0506 4.0623 -2.7411
C: -5.8511 2.4123 -2.1987
C: -5.3947 -2.1842 1.2962
C: 0.3209 -0.5622 -4.1103
C: -3.6178 -2.0933 -0.8134
C: -2.0258 4.5156 -3.8912
C: -1.1818 -0.3786 3.6533
C: -4.5804 -1.1047 -0.6963
C: -3.4332 -0.0629 -5.5211
C: -3.1950 0.8514 -6.5364
C: 5.9691 -2.0031 -0.1437
C: 5.2316 -1.2649 -1.0407
C: 1.4634 -1.2446 -4.5017
C: -2.6960 -3.5048 -3.0584
C: -2.4768 0.3517 1.9225
C: -0.8858 -0.8832 -4.7119
C: -4.4219 -3.1687 1.1690
C: 1.3842 -2.2189 -5.4896
C: -5.0945 -0.0428 -7.7118
C: -4.4788 -0.9617 -5.5772
C: 4.3973 -1.4090 1.5338
C: -3.9937 -3.8677 -3.3909
C: -4.9179 2.5879 0.0167
C: -2.3250 1.4173 2.8307
C: -1.5044 5.7126 -4.3574
C: -4.2001 -4.9627 -4.2150
C: -1.6077 -4.2245 -3.5120
C: -1.7714 -0.7606 2.4340
C: 0.5701 5.2572 -3.2194
C: -6.0220 2.5417 -0.8245
C: 4.0526 -0.5827 -0.6793
C: -0.2056 6.0812 -4.0244
C: -3.5247 -3.1190 0.1162
C: -5.4688 -1.1571 0.3681
C: 5.5392 -2.0805 1.1797
C: -1.2376 3.7043 -3.0896
C: -4.5744 2.3261 -2.7360
C: -3.1114 -5.6848 -4.6946
C: -1.8202 -5.3186 -4.3405
C: 0.1673 -2.5263 -6.0865
C: -0.9825 -1.8637 -5.6895
C: -3.6373 2.5127 -0.5143
H: 6.0704 -2.6493 1.9300
H: -1.9360 -2.1113 -6.1395
H: -5.2080 -5.2591 -4.4782
H: -3.8656 1.5614 -8.4396
H: -4.4337 2.1860 -3.8021
H: 0.1994 7.0152 -4.3934
H: -6.1439 -1.6421 -6.7359
H: -2.7374 2.4163 2.7296
H: 2.3962 -0.9931 -4.0104
H: -5.0304 2.6500 1.0912
H: 0.6261 3.3993 -2.1015
H: -6.7143 2.3602 -2.8508
H: -1.2270 1.5642 4.7500
H: -3.0367 4.2192 -4.1434
H: -2.7693 2.4845 0.1380
H: -4.6319 -1.6519 -4.7595
H: 5.5347 -1.1857 -2.0746
H: -7.0222 2.5913 -0.4113
H: 2.2818 -2.7409 -5.7981
H: -3.2760 -6.5394 -5.3389
H: -0.5510 -1.0031 4.2733
H: -2.3752 1.5532 -6.4573
H: 0.1087 -3.2855 -6.8562
H: -2.7372 -3.8598 0.0363
H: 0.3868 0.1977 -3.3368
H: -4.3383 -3.9536 1.9084
H: -0.6144 -3.9061 -3.2114
H: 6.8667 -2.5147 -0.4692
H: -5.7486 -0.0321 -8.5744
H: 3.9553 -1.3851 2.5185
H: -1.6773 -1.7260 1.9459
H: -6.2005 -0.3673 0.4807
H: -4.6247 -0.2867 -1.4022
H: -6.0738 -2.2025 2.1383
H: -3.0009 0.3738 0.9742
H: -0.9742 -5.8852 -4.7091
H: 1.5809 5.5397 -2.9553
H: -2.1105 6.3599 -4.9789
H: -4.8279 -3.3008 -2.9916

For reference, the Mulliken charges in units of e are: 0.9409, -0.3414, 1.3622, 2.0355, 0.9686, -0.7961, -0.4339, 0.0036, -1.3340, -0.1989, 0.4624, 0.3827, -0.6262, -0.6981, -0.7286, -0.4916, -0.9542, -0.4680, 0.1241, 0.3961, -0.2086, -0.8723, -0.2353, -0.5654, -0.5846, -0.1758, -0.6835, -0.5174, 0.5340, 0.8425, 0.6038, -0.7214, -0.7443, -0.5072, 0.1052, -0.2709, -0.6829, -0.6645, -1.0501, -0.7263, -0.7434, -0.7348, -1.0304, -0.7701, -0.6480, 0.0735, -0.4412, -0.4312, -0.4117, -0.7128, 0.0029, -0.0542, -0.5557, -0.6714, -0.8677, -0.4996, -0.5241, 0.3655, 0.4519, 0.4185, 0.4338, 0.3963, 0.3781, 0.4544, 0.3116, 0.2429, 0.3759, 0.5727, 0.4154, 0.3900, 0.3189, 0.5821, 0.3896, 0.3436, 0.4186, 0.4064, 0.4060, 0.3446, 0.4704, 0.4193, 0.4830, 0.1156, 0.3733, 0.4571, 0.3416, 0.3948, 0.4430, 0.6108, 0.3866, 0.2380, 0.3819, 0.2747, 0.4681, 0.4313, 0.3952, 0.4381

***

[2]
# C4H13F4N2O21PS6Sr

C4H13F4N2O21PS6Sr as an isolated structure (the ωB97M-V functional and the def2-TZVPD basis, the OMol25 dataset).

Values from the calculation:
- Multiplicity: 2
- Strongest force on any atom: 11.33 eV/A
- Total charge: -3
- Highest occupied orbital energy (spin up / spin down): 1.665 / 2.946 eV

Atoms and positions in Å:
Sr: 0.6355 0.8880 0.0151
S: 3.1644 -1.3925 1.5075
S: 0.9989 -1.2823 -2.8049
S: -0.8166 0.1149 -3.2146
S: -2.3324 2.9973 1.1011
S: 1.4569 4.0911 1.9499
S: 3.9727 0.6911 0.7207
P: -1.6092 -2.2796 0.6446
F: 1.8493 -2.1268 2.0756
F: 3.2976 1.3376 -0.6498
F: -1.7370 1.2410 -2.4773
F: 2.1285 -1.0983 -1.6119
O: -3.7039 2.5010 0.9497
O: 4.4020 1.9625 1.3473
O: -1.9327 4.2628 0.4649
O: -2.9859 -1.8362 -0.0477
O: -2.0025 3.6633 2.3318
O: -1.2435 -3.5738 -0.1982
O: -1.7108 -1.0447 -3.4600
O: 1.5077 2.6671 1.7408
O: -0.4928 0.8503 -4.4266
O: 2.7617 4.6523 2.2028
O: -1.2998 1.9706 0.8531
O: 0.3709 4.4440 2.8932
O: 0.4534 -2.6122 -2.5814
O: 0.6505 4.7769 0.9714
O: -0.5713 -1.2622 0.8553
O: 4.9754 -0.0619 -0.0181
O: 4.0589 -1.5758 2.6902
O: -2.1352 -2.9839 2.0122
O: 3.4265 -2.2037 0.3205
O: 0.7539 3.0697 -1.1831
O: 1.8370 -1.0566 -4.0031
N: 0.1940 0.0230 -2.1224
N: 2.5464 0.0018 1.2154
C: -3.4904 -0.6402 0.3754
C: 1.3049 3.3813 -2.4390
C: -2.9980 -4.0589 1.9925
C: -0.1702 -4.4723 0.3028
H: -0.4012 -5.5369 0.2662
H: -3.7891 -3.8468 1.2732
H: -2.5436 -4.9772 1.6208
H: 0.7191 -4.4597 -0.3274
H: -3.8309 -0.0541 -0.4783
H: 0.5078 3.8627 -0.7012
H: 2.3275 3.7204 -2.2736
H: 0.6915 4.1845 -2.8473
H: -4.3620 -0.9265 0.9641
H: 0.2022 -4.2212 1.2959
H: 1.4443 2.5384 -3.1159
H: -2.9772 -0.0079 1.0999
H: -3.5032 -4.3011 2.9275

For reference, the Mulliken charges in units of e are: 3.3287, 0.8559, 0.6933, 0.7953, 0.7551, 0.7277, 0.9810, 0.6200, -0.2538, -0.3475, -0.2744, -0.1817, -0.7079, -0.5730, -0.6199, -0.3648, -0.6170, -0.3479, -0.6477, -0.4584, -0.6810, -0.6659, -0.6495, -0.4708, -0.5328, -0.6437, -0.1678, -0.5867, -0.6855, -0.2864, -0.5578, 0.1259, -0.6312, -0.2307, 0.0351, -0.8166, -0.8945, -0.7159, -0.8997, 0.3031, 0.3005, 0.2069, 0.3269, 0.2713, 0.1037, 0.2593, 0.2723, 0.3464, 0.3946, 0.2567, 0.2777, 0.2729

***

[3]
# C4H5NO

One molecule with the formula C4H5NO (the ωB97M-V functional and the def2-TZVPD basis, the OMol25 dataset).

Values from the calculation:
- SMILES: N#CCCC=O
- Energy relative to the best compared isomer or geometry (same formula, charge and spin): 60.6 kJ/mol
- Strongest force on any atom: 1.12 eV/A
- Highest occupied orbital energy: -10.426 eV

Atoms and positions in Å:
O: -1.1051 1.1009 -1.2110
N: 2.5046 0.3767 -1.1505
C: -1.3647 0.0480 -0.6831
C: -0.5003 -0.5878 0.3810
C: 1.7002 0.3493 -0.3204
C: 0.7008 0.2840 0.7509
H: 0.3682 1.3036 0.9688
H: 1.1916 -0.1086 1.6467
H: -1.1246 -0.7680 1.2660
H: -0.1818 -1.5771 0.0272
H: -2.2828 -0.5118 -0.9525

For reference, the Mulliken charges in units of e are: -0.4523, -0.4115, 0.0720, -0.5847, 0.2345, -0.3946, 0.2569, 0.3095, 0.3173, 0.3095, 0.3434

***

[4]
# C2H5NS

One molecule with the formula C2H5NS (the ωB97M-V functional and the def2-TZVPD basis, the OMol25 dataset).

Values from the calculation:
- SMILES: C/C=[NH+]/[S-]
- Energy relative to the best compared isomer or geometry (same formula, charge and spin): 124.6 kJ/mol
- Strongest force on any atom: 2.63 eV/A
- Highest occupied orbital energy (spin up / spin down): -7.821 / -7.821 eV

Atoms and positions in Å:
S: 2.5450 1.3888 -0.6516
N: 1.1102 0.4705 -0.4385
C: 0.1271 0.3290 0.4350
C: -1.0111 -0.5793 0.1935
H: -1.3156 -1.0710 1.1165
H: -0.7737 -1.3422 -0.5504
H: 1.0210 -0.1406 -1.2492
H: -1.8652 -0.0033 -0.1723
H: 0.1622 0.9481 1.3170

For reference, the Mulliken charges in units of e are: -0.3443, -0.3078, 0.1452, -0.9787, 0.3012, 0.2990, 0.2391, 0.2598, 0.3865